No. 1
The following is a DFT calculation (the ωB97M-V functional and the def2-TZVPD basis) of 2 unconnected molecules or ions with the total composition C3H2O2S at a distorted geometry.

## Properties
relative energy (zero: lowest compared OMol25 entry of this formula, charge and spin): 89.2 kJ/mol
total charge: 0
SMILES: C=C=O.O=C=S
LUMO: 0.00852 Eh
gap between HOMO and LUMO: 0.35307 Eh

Structure (XYZ):
```
8
Properties=species:S:1:pos:R:3:mulliken_charge:R:1
C 1.33 -0.50 0.84 0.91
C -1.34 0.75 -0.43 0.63
C 0.71 -0.50 -0.33 -1.30
O 1.72 -0.38 1.90 -0.30
O -1.37 1.06 -1.55 -0.35
S -1.88 0.64 0.99 -0.30
H 1.09 -0.02 -1.15 0.38
H -0.26 -1.05 -0.26 0.31
```

***

No. 2
The following is a DFT calculation (the ωB97M-V functional and the def2-TZVPD basis) of 2 unconnected molecules or ions with the total composition CHF4NOS at a distorted geometry.

## Properties
relative energy (zero: lowest compared OMol25 entry of this formula, charge and spin): 606.1 kJ/mol
total charge: 0
LUMO (alpha / beta): -0.17332 / -0.17321 Eh
gap between HOMO and LUMO (alpha / beta): 0.18646 / 0.18812 Eh

Structure (XYZ):
```
9
Properties=species:S:1:pos:R:3:mulliken_charge:R:1
C 0.90 -0.91 -0.40 0.72
N -1.57 0.22 -0.46 -0.43
O -0.46 0.13 1.80 -0.42
F 2.05 -0.68 0.28 -0.16
F 0.46 -2.14 -0.25 -0.12
F 0.99 -0.46 -1.62 -0.14
F 0.38 3.43 0.12 -0.55
S -0.37 0.46 0.46 0.79
H -2.37 -0.07 0.07 0.30
```

***

No. 3
The following is a DFT calculation (the ωB97M-V functional and the def2-TZVPD basis) of a single C2H6O2 molecule.

## Properties
relative energy (zero: lowest compared OMol25 entry of this formula, charge and spin): 420.9 kJ/mol
total charge: 0
LUMO: 0.01754 Eh
gap between HOMO and LUMO: 0.30603 Eh

Structure (XYZ):
```
10
Properties=species:S:1:pos:R:3:mulliken_charge:R:1
O -1.40 1.38 -0.44 -0.50
C -0.80 0.15 -0.30 -0.23
C 1.08 -1.07 0.97 -0.64
O 0.61 0.31 0.00 -0.37
H -1.14 1.78 -1.28 0.34
H -1.25 -0.38 0.54 0.37
H -0.81 -0.46 -1.21 0.28
H 2.16 -0.87 0.86 0.18
H 0.91 -1.81 0.16 0.15
H 0.64 0.97 0.71 0.43
```

***

No. 4
The following is a DFT calculation (the ωB97M-V functional and the def2-TZVPD basis) of a gas-phase ion, C4H11N2 (charge +1) at a distorted geometry.

## Properties
relative energy (zero: lowest compared OMol25 entry of this formula, charge and spin): 174.0 kJ/mol
total charge: +1
SMILES: C=C(N)CC[NH3+]
LUMO: -0.12238 Eh
gap between HOMO and LUMO: 0.36138 Eh

Structure (XYZ):
```
17
Properties=species:S:1:pos:R:3:mulliken_charge:R:1
C -0.40 -1.58 -0.20 -0.55
C 0.23 -0.38 -1.02 -0.85
C 0.71 0.65 -0.09 0.78
C 2.01 0.99 0.23 -1.02
N -0.28 1.62 0.33 -0.61
N -1.54 -0.94 0.58 -0.27
H 0.43 -1.97 0.45 0.32
H -0.85 -2.41 -0.75 0.38
H 1.00 -0.58 -1.73 0.43
H -0.58 0.13 -1.57 0.32
H 2.81 0.31 0.03 0.30
H 2.19 1.97 0.70 0.25
H -1.23 0.04 0.72 0.36
H 0.07 2.15 1.09 0.20
H -0.43 2.27 -0.37 0.21
H -1.76 -1.38 1.55 0.39
H -2.38 -0.90 0.05 0.36
```

***

No. 5
The following is a DFT calculation (the ωB97M-V functional and the def2-TZVPD basis) of a molecular structure, C30H42N6O6OsPS.

## Properties
relative energy (zero: lowest compared OMol25 entry of this formula, charge and spin): 0.0 kJ/mol
total charge: +3
LUMO: -0.34676 Eh
gap between HOMO and LUMO: 0.21919 Eh

Structure (XYZ):
```
87
Properties=species:S:1:pos:R:3:mulliken_charge:R:1
Os 0.07 0.12 0.13 2.49
C 4.40 3.95 -0.82 -1.05
O 3.39 3.01 -0.44 -0.19
C 3.75 2.02 0.40 0.45
C 5.00 1.93 1.01 -0.57
C 5.28 0.88 1.87 -1.16
C 4.33 -0.09 2.12 -1.41
C 3.07 -0.04 1.52 1.29
C 2.16 -1.12 1.85 -0.95
N 0.95 -1.18 1.42 0.92
N 0.17 -2.28 1.74 -1.06
C -1.05 -2.13 1.31 0.33
O -1.46 -1.03 0.66 -0.96
C -2.04 -3.20 1.49 0.28
C -1.71 -4.33 2.24 -0.39
C -2.65 -5.34 2.39 -0.83
C -3.91 -5.22 1.81 -0.44
C -4.23 -4.09 1.07 -0.87
C -3.30 -3.08 0.92 -0.11
C 2.78 1.03 0.64 0.63
O 1.60 1.22 0.00 -0.90
H 3.93 4.63 -1.53 0.23
H 5.24 3.44 -1.29 0.44
H 4.74 4.53 0.04 0.40
H 5.75 2.68 0.83 0.51
H 6.25 0.82 2.34 0.45
H 4.56 -0.91 2.79 0.48
H 2.51 -1.92 2.49 0.61
H -0.74 -4.41 2.71 0.51
H -2.40 -6.22 2.98 0.46
H -4.64 -6.01 1.94 0.45
H -5.21 -4.00 0.63 0.46
H -3.56 -2.19 0.36 0.45
O 2.22 -2.35 -0.94 -0.69
C 1.06 -2.26 -1.26 0.39
O 0.38 -1.13 -1.37 -0.43
C 0.25 -3.49 -1.63 0.52
N 1.12 -4.70 -1.36 0.05
C 1.30 -5.45 -2.67 -0.63
C 0.05 -5.08 -3.44 -0.72
C -0.12 -3.59 -3.12 -0.71
H -0.63 -3.55 -0.99 -0.17
H 0.69 -5.29 -0.66 0.42
H 2.01 -4.34 -0.99 0.35
H 1.43 -6.50 -2.46 0.41
H 2.20 -5.05 -3.13 0.30
H -0.80 -5.65 -3.10 0.32
H 0.17 -5.27 -4.51 0.43
H -1.13 -3.23 -3.30 0.39
H 0.56 -2.99 -3.72 0.35
C -1.32 4.64 -2.24 -0.69
N -0.43 3.70 -3.09 0.09
C -1.33 3.02 -4.14 -0.73
N -2.41 2.36 -3.51 0.19
C -3.21 3.29 -2.72 -0.87
N -2.40 3.93 -1.68 0.21
C -2.00 2.99 -0.63 -1.24
P -0.97 1.64 -1.32 1.81
C 0.27 2.69 -2.23 -1.47
C -2.02 1.17 -2.76 -1.12
H -1.67 5.41 -2.93 0.34
H -0.68 5.08 -1.48 0.37
H 0.27 4.26 -3.57 0.37
H -0.70 2.33 -4.70 0.38
H -1.68 3.82 -4.79 0.37
H -4.04 2.77 -2.26 0.40
H -3.60 4.07 -3.38 0.32
H -2.89 2.57 -0.16 0.38
H -1.44 3.51 0.15 0.46
H 0.89 2.06 -2.86 0.48
H 0.92 3.19 -1.51 0.53
H -2.91 0.65 -2.40 0.46
H -1.48 0.47 -3.40 0.44
O -0.59 1.31 1.65 -0.78
S -0.68 0.77 3.13 0.52
C -1.97 1.80 3.86 -0.57
C -1.35 2.41 5.11 -0.70
C 0.06 2.82 4.71 -0.64
C 0.67 1.59 4.03 -0.53
H -2.86 1.19 4.03 0.46
H -2.18 2.56 3.10 0.20
H -1.32 1.68 5.92 0.32
H -1.95 3.25 5.45 0.39
H 0.67 3.11 5.57 0.42
H 0.04 3.67 4.02 0.29
H 1.04 0.86 4.74 0.52
H 1.45 1.80 3.29 0.11
```

***

No. 6
The following is a DFT calculation (the ωB97M-V functional and the def2-TZVPD basis) of a molecular structure, H30LiO15 at a distorted geometry.

## Properties
total charge: +1
LUMO: -0.10183 Eh
gap between HOMO and LUMO: 0.38650 Eh

Structure (XYZ):
```
46
Properties=species:S:1:pos:R:3:mulliken_charge:R:1
Li 0.41 -0.09 -0.29 0.82
O 1.53 2.14 -3.91 -0.72
H 1.53 3.07 -3.66 0.35
H 1.67 2.16 -4.86 0.31
O -0.65 -1.50 0.42 -0.28
H -0.76 -1.80 1.33 0.14
H -1.34 -1.94 -0.06 0.29
O 1.33 -1.65 2.99 -0.53
H 2.09 -2.22 2.86 0.27
H 1.61 -1.03 3.66 0.28
O 1.14 -1.32 -1.65 -0.44
H 0.97 -1.83 -2.44 0.17
H 2.06 -1.49 -1.44 0.27
O -4.39 0.48 1.40 -0.61
H -3.50 0.31 1.73 0.33
H -4.47 1.44 1.44 0.30
O 2.24 0.42 0.25 -0.48
H 2.88 0.61 0.93 0.19
H 2.57 0.88 -0.52 0.36
O 0.45 4.30 3.30 -0.63
H -0.50 4.18 3.26 0.30
H 0.81 3.42 3.20 0.40
O 3.26 1.08 -2.09 -0.60
H 2.97 1.66 -2.79 0.31
H 4.05 0.67 -2.43 0.27
O -1.58 0.35 2.64 -0.52
H -0.68 0.63 2.53 0.19
H -2.00 1.06 3.13 0.27
O -0.17 -3.48 -3.50 -0.60
H -0.29 -4.41 -3.33 0.29
H -0.73 -3.29 -4.25 0.30
O -1.75 -3.09 2.87 -0.62
H -1.77 -2.64 3.71 0.29
H -2.61 -2.90 2.48 0.31
O -0.81 1.49 -0.77 -0.50
H -0.45 2.17 -1.34 0.25
H -1.39 1.96 -0.18 0.24
O -1.53 2.15 -3.80 -0.60
H -0.62 1.89 -3.91 0.32
H -2.04 1.51 -4.29 0.32
O 1.62 1.92 3.38 -0.65
H 1.77 1.78 4.32 0.32
H 2.50 2.08 3.02 0.30
O -2.04 -3.46 -0.93 -0.63
H -1.93 -4.39 -0.76 0.31
H -1.43 -3.27 -1.64 0.33
```

***

Number 1: molecular weight 102.11 g mol⁻¹. Number 2: molecular weight 151.08 g mol⁻¹. Number 3: molecular weight 62.07 g mol⁻¹. Number 4: molecular weight 87.15 g mol⁻¹. Number 5: molecular weight 835.97 g mol⁻¹. Number 6: molecular weight 277.17 g mol⁻¹.